No. 1
The following is a DFT calculation (ωB97M-V/def2-TZVPD) of a 3-piece molecular cluster, C4H15N2O2S overall.

XYZ file:
```
24
Properties=species:S:1:pos:R:3:forces:R:3:nbo_charge:R:1
C -0.12393 -1.60510 1.76720 0.96 -3.59 0.79 -0.2224
N -1.02428 -0.75456 1.06460 -0.34 0.22 -2.10 -0.6717
C -1.27822 -1.35853 -0.32186 0.68 -0.43 -1.24 -0.2158
C -2.06764 -0.53116 -1.35482 2.24 3.07 3.43 -0.5550
S -0.76061 0.58611 -1.90792 0.58 1.83 -0.76 -0.7720
C 1.41116 -1.42498 1.64628 -0.20 2.02 -3.75 -0.2382
N 1.78336 -0.02448 1.90816 0.98 -0.49 0.45 -0.8475
H -0.29571 -2.67636 1.34019 0.03 1.59 0.77 0.1802
H -0.31579 -1.75368 2.85227 -0.43 0.62 -0.28 0.1605
H -0.87443 0.27417 1.07749 0.22 -1.19 -0.30 0.4006
H -0.33569 -1.76686 -0.95010 -1.59 1.17 1.79 0.1784
H -1.84701 -2.21953 -0.12302 -0.81 -1.58 0.74 0.1529
H -2.41319 -0.85596 -2.25295 -1.17 -2.38 -1.97 0.2100
H -2.82647 0.14011 -0.91693 0.02 -0.67 0.22 0.1915
H 2.11692 -1.97626 2.23298 -0.28 -1.23 0.33 0.1878
H 1.62561 -1.59085 0.45116 -0.11 0.24 2.87 0.1774
H 1.77729 0.23551 2.89159 0.13 -0.58 0.15 0.3296
H 1.03747 0.50476 1.56401 -1.03 1.46 -1.05 0.3641
H 0.40991 3.28163 1.48214 0.78 1.53 1.00 0.4544
H 0.14939 2.57555 0.25085 0.00 -0.41 -3.02 0.4931
O 0.02191 2.50158 1.15993 -0.93 -1.26 1.93 -0.9457
H 1.92099 0.97757 -1.16650 -0.59 -0.49 2.25 0.4697
H 1.49479 0.75149 -2.52374 -0.43 -0.10 -0.29 0.4905
O 2.17609 1.21003 -2.02403 1.32 0.66 -1.94 -0.9722
```
Forces are in eV/Å.

Spin multiplicity: 1
Highest occupied orbital energy: -2.752 eV
Kohn-Sham gap: 6.19 eV
Net charge: -1
Energy above the lowest of the compared OMol25 structures with the same formula, charge and spin: 40.7 kcal per mole


No. 2
The following is a DFT calculation (ωB97M-V/def2-TZVPD) of a 2-piece molecular cluster, C4H15N3O overall.

XYZ file:
```
23
Properties=species:S:1:pos:R:3:forces:R:3:nbo_charge:R:1
C -0.10464 1.52502 -0.07842 -0.54 -1.55 -0.17 -0.2175
C 0.81837 0.47173 0.58771 0.50 1.07 -0.01 -0.4387
C 2.28656 0.54471 0.08807 -1.15 -1.14 1.18 -0.2116
N 3.03187 1.67389 0.58889 0.44 0.38 -1.07 -0.8485
N -1.50304 1.03760 -0.16834 0.48 0.68 0.09 -0.6433
C -1.78338 0.21055 -1.31548 -0.99 -0.44 -0.87 -0.0512
N -1.99383 -1.20293 -0.98966 0.42 -0.68 0.10 -0.8773
H 0.21224 1.68798 -1.11123 0.11 0.04 -0.02 0.1772
H -0.06037 2.49456 0.40139 -0.06 0.12 0.32 0.1937
H 0.41217 -0.53841 0.52744 -0.08 0.02 -0.50 0.2069
H 0.86727 0.66542 1.66188 -0.10 0.04 0.13 0.1968
H 2.29459 0.46254 -1.00488 0.28 0.38 0.12 0.1817
H 2.70182 -0.38667 0.47203 0.60 0.03 -0.12 0.1870
H 3.18632 1.75808 1.58240 -0.36 -0.35 -0.02 0.3666
H 2.63905 2.52521 0.22128 0.10 0.29 0.18 0.3529
H -1.76905 0.51950 0.66458 0.13 0.16 -0.12 0.3682
H -2.66200 0.61599 -1.85929 0.25 -0.20 0.30 0.1653
H -0.98786 0.17359 -2.06673 0.26 0.67 0.34 0.1688
H -1.43932 -1.76446 -1.61954 0.02 -0.14 0.00 0.3551
H -2.92819 -1.58208 -1.05740 -0.20 0.50 0.09 0.3709
H -0.69082 -2.80834 0.40410 -0.43 0.18 0.37 0.4745
H -0.04514 -4.01046 0.99480 0.68 -0.84 0.07 0.4586
O -0.71092 -3.37084 1.19542 -0.36 0.75 -0.40 -0.9361
```
Forces are in eV/Å.

Spin multiplicity: 1
Highest occupied orbital energy: -8.456 eV
Kohn-Sham gap: 9.20 eV
Energy above the lowest of the compared OMol25 structures with the same formula, charge and spin: 28.8 kcal per mole
SMILES string: NCCCNCN.O


No. 3
The following is a DFT calculation (ωB97M-V/def2-TZVPD) of a 2-piece molecular cluster, C4H15N3O overall.

XYZ file:
```
23
Properties=species:S:1:pos:R:3:forces:R:3:nbo_charge:R:1
C -1.10337 0.98524 -0.06672 1.20 0.70 0.96 -0.2426
N -0.05505 1.71565 0.69866 -0.81 0.01 -0.16 -0.6341
C 1.14694 2.03455 -0.01582 0.72 -0.81 -0.03 -0.0497
N 1.82971 0.85703 -0.58360 0.14 -0.58 0.09 -0.9126
C -1.49859 -0.28449 0.66735 0.03 -0.34 -0.84 -0.2302
N -0.48734 -1.30366 0.40261 0.39 -0.49 -0.47 -0.6755
C -0.06662 -2.16831 1.48457 -0.96 0.46 0.87 -0.4035
H -0.63695 0.68575 -1.00599 -0.62 0.14 -0.24 0.2023
H -1.93530 1.67272 -0.21544 -0.18 -0.24 -0.23 0.1946
H 0.13813 1.20242 1.54415 0.31 0.00 0.07 0.3514
H 0.95245 2.76099 -0.80518 -0.20 0.25 0.18 0.1649
H 1.84681 2.43017 0.72230 -0.06 0.37 -0.21 0.1861
H 1.50929 0.52585 -1.48712 -0.06 0.30 0.04 0.3842
H 2.84225 0.89881 -0.58752 -0.26 0.21 0.05 0.3687
H -1.64435 -0.14303 1.74458 -0.12 0.23 -0.04 0.1764
H -2.42875 -0.61384 0.19533 -0.27 -0.09 0.48 0.1877
H 0.35971 -0.89020 0.03227 0.01 0.38 0.03 0.3866
H -0.89361 -2.74273 1.91232 -0.12 -0.17 -0.42 0.1857
H 0.68760 -2.85190 1.13647 0.34 -0.22 -0.05 0.2039
H 0.28603 -1.59905 2.35719 0.43 0.03 -0.06 0.1565
H -0.59302 -1.22732 -2.00346 0.29 0.09 0.09 0.4905
H -0.19320 -1.21512 -3.47713 0.13 0.23 0.18 0.4755
O -0.06276 -0.72952 -2.64983 -0.32 -0.49 -0.27 -0.9667
```
Forces are in eV/Å.

Spin multiplicity: 1
Highest occupied orbital energy: -8.620 eV
Kohn-Sham gap: 9.49 eV
Energy above the lowest of the compared OMol25 structures with the same formula, charge and spin: 24.4 kcal per mole
SMILES string: CNCCNCN.O


No. 4
The following is a DFT calculation (ωB97M-V/def2-TZVPD) of a 3-piece molecular cluster, C4H15NO2 overall.

XYZ file:
```
22
Properties=species:S:1:pos:R:3:forces:R:3:nbo_charge:R:1
C 1.93774 0.85937 1.59508 1.50 0.81 0.37 -0.6413
C 1.00785 -0.08860 2.27904 -0.45 -2.11 -0.20 -0.2188
N 0.39003 -1.07058 1.34295 0.24 0.49 1.50 -0.6344
C -1.00494 -1.27609 1.62431 -0.99 -0.91 0.24 -0.2150
C -1.62938 -2.25399 0.65453 0.30 -1.47 -0.92 -0.6223
H 2.41528 0.53851 0.66578 -0.98 -0.29 -0.43 0.2187
H 2.88986 0.93658 2.14610 -0.55 0.49 0.49 0.2181
H 1.48449 1.84805 1.50077 0.30 -0.03 -0.30 0.2100
H 1.53102 -0.66260 3.05612 0.16 0.03 -0.18 0.1793
H 0.19051 0.36389 2.84372 0.07 0.66 -0.23 0.1785
H 0.65199 -0.92217 0.38989 -0.31 0.25 -0.45 0.3663
H -1.15417 -1.71383 2.62518 0.54 0.03 -0.05 0.1802
H -1.61762 -0.36838 1.70061 0.14 0.40 -0.41 0.1509
H -1.48056 -1.96335 -0.38677 -0.28 0.37 -0.05 0.2028
H -1.14581 -3.24484 0.67340 0.42 0.39 0.35 0.2107
H -2.66605 -2.57672 0.79074 -0.12 0.89 0.24 0.2162
H 1.02371 0.84214 -4.03475 -0.25 -0.16 -0.01 0.4606
H -0.30678 1.08832 -3.34276 0.13 -0.09 0.01 0.4873
O 0.14148 0.46061 -3.93043 0.26 0.04 -0.09 -0.9660
H -0.93305 2.56166 -1.39416 -0.18 0.07 0.01 0.4868
H -1.40216 3.02548 -2.80817 -0.05 0.04 0.25 0.4855
O -0.72128 2.54055 -2.33024 0.09 0.09 -0.14 -0.9541
```
Forces are in eV/Å.

Spin multiplicity: 1
Highest occupied orbital energy: -8.452 eV
Kohn-Sham gap: 8.80 eV
Energy above the lowest of the compared OMol25 structures with the same formula, charge and spin: 33.6 kcal per mole
SMILES string: CCNCC.O.O


No. 5
The following is a DFT calculation (ωB97M-V/def2-TZVPD) of a 3-piece molecular cluster, C4H15NO2 overall.

XYZ file:
```
22
Properties=species:S:1:pos:R:3:forces:R:3:nbo_charge:R:1
C 0.84617 1.89124 1.43278 -1.31 -0.49 -0.73 -0.6041
C 0.68348 0.38204 1.71889 0.39 0.99 0.63 -0.4235
C -0.35416 -0.32012 0.84637 -0.65 -0.28 0.72 -0.2272
N 0.17199 -1.26472 -0.13272 -0.75 0.59 -0.11 -0.6527
C 0.47342 -0.66539 -1.43754 0.17 -1.19 0.40 -0.4195
H 1.77070 2.28635 1.81833 0.24 0.30 -0.04 0.2132
H 0.68064 2.09341 0.36959 0.82 -0.01 -0.11 0.1954
H -0.01514 2.43055 1.83558 0.22 0.04 0.51 0.2046
H 1.66629 -0.09468 1.69087 -0.09 -0.21 -0.31 0.1972
H 0.40177 0.35067 2.77190 -0.15 -0.39 0.08 0.2041
H -1.06179 -0.86671 1.47695 0.20 -0.15 0.20 0.1937
H -1.00482 0.44925 0.42526 0.17 -0.09 -0.64 0.1880
H 0.91220 -1.74637 0.33839 0.69 -0.20 -0.37 0.3638
H -0.41388 -0.81530 -2.04972 -0.14 0.67 -0.16 0.1908
H 0.79353 0.36943 -1.34958 -0.01 0.17 -0.30 0.1781
H 1.23172 -1.25933 -1.95126 0.24 0.18 0.13 0.2018
H -0.93951 -4.69696 0.03622 -0.49 0.12 0.11 0.4682
H -0.13187 -3.62522 -0.72432 -0.31 0.45 0.12 0.4812
O -0.08443 -4.49511 -0.32805 0.77 -0.49 -0.14 -0.9537
H -1.38194 3.37661 -1.88061 0.25 0.47 0.48 0.4634
H -2.10062 4.62867 -2.18505 -0.15 0.48 0.03 0.4644
O -1.44592 4.29878 -1.56487 -0.10 -0.97 -0.51 -0.9274
```
Forces are in eV/Å.

Spin multiplicity: 1
Highest occupied orbital energy: -8.864 eV
Kohn-Sham gap: 9.48 eV
Energy above the lowest of the compared OMol25 structures with the same formula, charge and spin: 34.6 kcal per mole
SMILES string: CCCNC.O.O


No. 6
The following is a DFT calculation (ωB97M-V/def2-TZVPD) of a 3-piece molecular cluster, C4H15NO2 overall.

XYZ file:
```
22
Properties=species:S:1:pos:R:3:forces:R:3:nbo_charge:R:1
C 1.38262 -1.34504 -1.43958 -1.97 0.32 -0.39 -0.4589
N 0.45039 -1.87281 -0.42918 3.55 -0.64 2.06 -0.1157
C -0.42818 -2.09199 1.86472 0.90 -0.92 0.11 -0.6289
C -0.10123 -1.20261 0.70323 -2.40 1.66 -0.46 -0.1060
C 0.78871 0.00464 1.18576 0.62 -2.36 0.14 -0.5635
H 1.24659 -0.27478 -1.49232 0.29 0.24 -0.18 0.2415
H 2.38920 -1.68222 -1.19909 -0.02 0.06 -0.11 0.2604
H 1.01927 -1.77700 -2.37999 0.48 -0.01 -0.14 0.2758
H 1.00934 -2.63398 -0.00700 -1.11 -0.80 -0.58 0.3972
H 0.54197 -2.48109 2.19758 -0.23 -0.28 0.40 0.2135
H -0.85639 -1.51977 2.68566 -0.03 0.01 -0.14 0.2577
H -1.08749 -2.93008 1.62850 0.04 0.17 -0.07 0.2495
H -1.06506 -0.76981 0.38329 0.21 0.34 -0.27 0.2579
H 1.70718 -0.47390 1.54392 0.11 0.18 0.02 0.2169
H 1.06210 0.63666 0.37341 -0.33 1.12 -0.06 0.2377
H 0.27509 0.32770 2.08111 -0.10 0.95 -0.29 0.2621
H -0.10883 2.04458 -2.86847 -0.14 0.16 -0.09 0.4745
H -1.17956 2.10074 -1.76827 -0.04 0.07 -0.22 0.4652
O -0.37289 2.52721 -2.07780 0.12 -0.29 0.29 -0.9378
H -1.95117 4.89696 -0.90383 -0.24 0.42 0.18 0.4705
H -2.24800 3.79433 0.02343 -0.23 0.02 0.40 0.4474
O -2.47366 4.72228 -0.10508 0.51 -0.42 -0.59 -0.9169
```
Forces are in eV/Å.

Spin multiplicity: 2
Highest occupied orbital energy (spin up / spin down): -13.620 / -13.620 eV
Expectation value of S²: 0.75
Kohn-Sham gap (spin up / spin down): 10.29 / 5.42 eV
Net charge: +1
Energy above the lowest of the compared OMol25 structures with the same formula, charge and spin: 20.4 kcal per mole


No. 7
The following is a DFT calculation (ωB97M-V/def2-TZVPD) of a 3-piece molecular cluster, C4H15NO2S overall.

XYZ file:
```
23
Properties=species:S:1:pos:R:3:forces:R:3:nbo_charge:R:1
C 1.17944 1.43570 -0.70984 -1.68 -1.43 4.65 -0.2011
N 0.40558 0.16709 -0.88374 1.52 -2.30 0.72 -0.6729
C 0.77975 -0.83438 0.24622 -3.87 0.76 -0.78 -0.1916
C 0.61585 -2.21320 -0.42260 0.18 0.25 -0.49 -0.5692
S 0.63331 -3.69155 0.55594 0.19 -0.26 1.68 -0.0167
C 0.23804 2.44243 0.12086 0.10 0.44 -0.47 -0.6337
H 1.39569 1.68026 -1.64933 0.87 2.10 -3.67 0.1925
H 2.20491 1.33308 -0.12797 -2.03 -0.10 -1.04 0.1706
H 0.43717 -0.39494 -1.81503 0.66 1.95 1.97 0.3772
H 1.77077 -0.73451 0.70682 -0.29 0.29 -0.22 0.2078
H -0.11090 -0.58769 1.03147 2.50 -1.51 -1.82 0.1414
H 1.43276 -2.30346 -1.15850 -0.25 -0.05 0.23 0.2243
H -0.31751 -2.38706 -0.95464 -0.08 1.16 -0.32 0.2199
H -0.12540 -3.12548 1.53789 0.26 -0.52 -0.29 0.1243
H -0.77003 2.74056 -0.32709 1.65 -0.43 -0.25 0.2142
H 0.84404 3.35964 0.31822 -0.66 -0.50 -0.06 0.2103
H -0.12193 2.06503 1.10457 0.94 -0.18 -0.54 0.2107
H -3.19268 -0.71953 -2.02553 -0.65 -0.66 -0.17 0.4589
H -2.20907 0.30870 -1.75646 -0.10 0.41 -0.62 0.4735
O -2.90863 0.10452 -2.41052 0.90 0.25 0.84 -0.9341
H -1.27771 0.80472 3.38102 0.81 -0.52 -0.72 0.4776
H -0.45488 0.18740 2.14447 -0.48 0.45 0.53 0.4576
O -0.44856 0.36268 3.09377 -0.50 0.39 0.84 -0.9417
```
Forces are in eV/Å.

Spin multiplicity: 1
Highest occupied orbital energy: -9.162 eV
Kohn-Sham gap: 9.70 eV
Energy above the lowest of the compared OMol25 structures with the same formula, charge and spin: 56.3 kcal per mole
SMILES string: CCNCCS.O.O


No. 8
The following is a DFT calculation (ωB97M-V/def2-TZVPD) of a 3-piece molecular cluster, C4H15NO2S overall.

XYZ file:
```
23
Properties=species:S:1:pos:R:3:forces:R:3:nbo_charge:R:1
C 1.12864 1.44246 -0.69934 -0.53 -0.45 -0.65 -0.2189
N 0.39733 0.17512 -0.84444 0.42 -0.43 0.70 -0.6548
C 0.71231 -0.82928 0.20371 -1.18 0.42 -1.04 -0.2128
C 0.57883 -2.19294 -0.43723 -0.07 -0.54 0.01 -0.5252
S 0.71220 -3.62363 0.67586 0.24 0.20 0.24 -0.0321
C 0.31312 2.45754 0.06802 -0.17 0.35 0.24 -0.6144
H 1.35975 1.77267 -1.71478 0.00 0.33 0.15 0.1978
H 2.07545 1.30781 -0.17678 0.23 -0.20 -0.02 0.1722
H 0.47011 -0.28214 -1.74158 0.40 0.45 -0.21 0.3679
H 1.69440 -0.70500 0.65862 0.03 0.10 0.09 0.1963
H -0.09112 -0.68562 0.92108 0.32 -0.55 0.43 0.1495
H 1.36944 -2.29593 -1.18292 0.00 -0.17 0.03 0.2212
H -0.37544 -2.32606 -0.94620 -0.01 0.44 -0.11 0.2134
H -0.03143 -3.08702 1.65620 -0.01 -0.09 -0.02 0.1222
H -0.61314 2.74364 -0.42663 0.09 0.02 -0.35 0.2092
H 0.91437 3.34960 0.24873 -0.10 0.09 0.02 0.2112
H -0.00799 2.07861 1.03942 0.27 -0.13 0.11 0.2035
H -3.16622 -0.72894 -2.02126 -0.20 0.04 -0.25 0.4618
H -2.14963 0.30999 -1.69555 0.16 0.25 -0.16 0.4757
O -2.84286 0.12062 -2.34405 0.19 -0.29 0.46 -0.9405
H -1.38203 0.64206 3.40275 -0.01 -0.03 -0.29 0.4742
H -0.52759 0.10236 2.20374 -0.33 0.25 0.20 0.4618
O -0.53849 0.25408 3.15264 0.24 -0.05 0.41 -0.9391
```
Forces are in eV/Å.

Spin multiplicity: 1
Highest occupied orbital energy: -9.224 eV
Kohn-Sham gap: 9.77 eV
Energy above the lowest of the compared OMol25 structures with the same formula, charge and spin: 19.0 kcal per mole
SMILES string: CCNCCS.O.O


No. 9
The following is a DFT calculation (ωB97M-V/def2-TZVPD) of a 4-piece molecular cluster, C4H15NO3 overall.

XYZ file:
```
23
Properties=species:S:1:pos:R:3:forces:R:3:nbo_charge:R:1
C -2.31578 0.77710 -2.22928 -0.16 0.35 0.31 -0.6065
C -1.59924 0.06921 -1.08662 -0.12 -0.15 0.09 -0.4018
C -0.08998 0.01219 -1.25426 0.03 -0.47 0.41 -0.2520
C 0.49578 -1.89473 -0.05856 0.46 -0.06 0.08 -0.0288
N 0.56756 -0.63497 -0.09835 -0.40 0.09 -0.38 -0.4556
H -3.35957 0.96264 -1.95233 0.10 -0.15 -0.15 0.2143
H -1.87443 1.76785 -2.39536 0.00 -0.24 -0.19 0.2084
H -2.30158 0.18574 -3.14970 0.10 0.20 0.07 0.2076
H -1.96323 -0.95557 -1.00818 -0.05 -0.16 -0.05 0.1931
H -1.85737 0.51643 -0.12747 0.09 0.30 0.06 0.2002
H 0.36008 0.99103 -1.35866 -0.07 0.29 -0.13 0.2111
H 0.13828 -0.57930 -2.13733 0.09 0.05 -0.33 0.1822
H -0.04410 -2.48971 -0.80765 0.16 0.09 -0.01 0.1450
H 1.04935 -2.41021 0.72305 -0.27 -0.04 0.14 0.2082
H -1.03748 0.22372 2.61722 0.13 0.02 0.09 0.4718
H 0.13833 0.03285 1.63578 -0.08 0.33 0.32 0.4945
O -0.10231 0.42945 2.50764 0.09 -0.25 -0.44 -0.9865
H 3.08490 -1.08607 3.07381 -0.01 0.03 -0.01 0.4716
H 1.62239 -0.64343 2.88854 -0.03 -0.02 0.06 0.4922
O 2.27755 -1.29278 2.59587 -0.02 -0.04 0.02 -0.9684
H 2.06465 1.26403 0.39505 0.07 -0.17 -0.01 0.4807
H 2.18211 2.67181 0.94690 0.16 -0.15 -0.22 0.4673
O 2.56408 2.08270 0.27989 -0.30 0.17 0.26 -0.9486
```
Forces are in eV/Å.

Spin multiplicity: 1
Highest occupied orbital energy: -10.282 eV
Kohn-Sham gap: 11.05 eV
Energy above the lowest of the compared OMol25 structures with the same formula, charge and spin: 16.9 kcal per mole
SMILES string: C=NCCC.O.O.O